[1]
Below is 2 unconnected molecules or ions with the total composition C3H10N2 at a distorted geometry, with properties calculated with ωB97M-V/def2-TZVPD.

```
! RIJCOSX wB97M-V def2-TZVPD def2/J DEFGRID3
* xyz 0 1
C 0.67437 -0.15698 -0.65016
C 0.74840 -1.10004 0.50387
C 1.12379 1.26135 -0.33235
H 1.18390 -0.54722 -1.53253
H -0.49141 -0.10161 -0.89258
H 2.18635 1.28753 -0.09109
H 0.95112 1.92752 -1.17688
H 0.81244 -2.13797 0.18559
H 1.55460 -0.88794 1.20232
H -0.29675 -1.06221 1.01283
H 0.57762 1.65175 0.52666
N -2.15712 -0.23007 -0.44000
N -2.15031 -0.68667 0.72925
H -2.33893 0.00103 1.49038
H -2.37807 0.78154 -0.53532
*
```

Values from the calculation:
SMILES: [H]/N=N\[H].CCC
HOMO-LUMO gap, Eh: 0.3629
Relative energy (zero: lowest compared OMol25 entry of this formula, charge and spin), kJ/mol: 260.5
Total energy, Ha: -229.710042

[2]
Below is 2 unconnected molecules or ions with the total composition C14H16O at a distorted geometry, with properties calculated with ωB97M-V/def2-TZVPD.

```
! RIJCOSX wB97M-V def2-TZVPD def2/J DEFGRID3
* xyz 0 1
C 0.67676 -0.36612 3.81366
C -0.19671 -0.68798 2.62732
C -1.54738 -0.85056 2.82443
C 0.36688 -0.87565 1.34863
C -2.41032 -1.30984 1.82571
C -0.52406 -1.18553 0.33108
C -1.88961 -1.32635 0.54172
O -2.59472 -1.80206 -0.53622
H 0.80471 -1.28254 4.38343
H 0.24407 0.45015 4.38870
H -1.94880 -0.61910 3.80139
H 1.39712 -0.61854 1.13585
H -3.45221 -1.43744 2.07858
H -0.15382 -1.28996 -0.66966
H -3.55960 -1.79555 -0.43097
H 1.66402 0.01167 3.58153
C 1.40632 -0.93039 -3.04498
C 1.60588 2.17138 -0.85433
C 1.82994 0.92974 -1.42059
C 0.38117 2.79318 -1.13714
C 0.98914 0.35789 -2.38424
C -0.41486 2.29208 -2.15174
C -0.19429 1.01645 -2.67636
H 2.29942 2.63482 -0.16941
H 2.61082 0.28943 -1.00731
H 0.11738 3.66965 -0.56907
H -1.25114 2.86896 -2.49033
H 1.18464 -0.87889 -4.11141
H 0.99795 -1.87146 -2.65121
H -0.93072 0.60981 -3.34688
H 2.49204 -0.96725 -3.03017
*
```

Values from the calculation:
SMILES: Cc1ccc(O)cc1.Cc1ccccc1
HOMO-LUMO gap, Eh: 0.3348
Relative energy (zero: lowest compared OMol25 entry of this formula, charge and spin), kJ/mol: 73.7
Total energy, Ha: -618.287920

[3]
Below is a molecular structure, C15H20HgN2O at a distorted geometry, with properties calculated with ωB97M-V/def2-TZVPD.

```
! RIJCOSX wB97M-V def2-TZVPD def2/J DEFGRID3
* xyz 0 1
C -2.55427 -1.20140 1.05720
C -3.14613 0.89044 -0.96945
H -2.46667 -1.95391 0.27116
H -3.54317 -0.74569 0.84405
H -2.40348 -1.51139 2.07860
H -2.59197 1.22287 -1.84311
H -3.49907 -0.16558 -1.11417
H -3.82444 1.61995 -0.56850
C -0.29736 -2.77270 0.16935
C 0.63144 -3.80581 0.23937
C 1.89181 -3.58323 -0.28982
C 2.16683 -2.33485 -0.84872
H -1.30221 -2.94019 0.55015
H 0.33797 -4.74281 0.71065
H 2.65882 -4.35178 -0.27245
H 3.14582 -2.10399 -1.23847
N -0.03537 -1.56636 -0.32360
C 1.17177 -1.32829 -0.86518
C 1.47085 0.02639 -1.39222
N 0.55544 0.99401 -1.21157
C 0.86788 2.24839 -1.49278
C 3.03478 1.64684 -2.32139
C 2.09588 2.63914 -2.04821
H 0.12743 3.00184 -1.24098
H 2.26465 3.68958 -2.24636
C 2.71111 0.33541 -1.99582
H 3.41849 -0.46515 -2.17669
H 3.99619 1.88914 -2.76970
Hg -1.79961 0.64497 0.58386
C -1.17135 2.80338 0.78133
H -1.28799 3.35146 -0.17111
H -0.16992 3.01140 1.20430
H -1.94013 3.20258 1.46358
C -0.34921 0.31300 3.28064
C 0.05423 0.58340 1.90359
O 1.12323 0.72408 1.37020
H -1.00276 1.11718 3.64412
H 0.56181 0.24825 3.88235
H -0.90132 -0.63060 3.36582
*
```

Values from the calculation:
HOMO-LUMO gap, Eh: 0.2690
Relative energy (zero: lowest compared OMol25 entry of this formula, charge and spin), kJ/mol: 240.0
Total energy, Ha: -921.538269

Q: What is the total energy in the second record?
A: -618.287920 Ha